A cluster of 4 separate species, C8H20ClN2O3S in total in a non-equilibrium geometry. Source: OMol25; level of theory: ωB97M-V/def2-TZVPD.

Structure (XYZ):
```
35
Properties=species:S:1:pos:R:3:forces:R:3
Cl 1.085868 -0.731813 -0.070706 -0.3 0.2 0.1
S 0.960417 -2.209966 -4.712482 0.3 0.4 0.2
O 1.933922 -1.384963 -5.487927 0.0 -0.2 -0.2
O 0.938545 0.324026 5.274976 0.1 -0.1 0.1
O -2.474356 3.384431 -0.850500 -0.3 0.1 0.0
N 0.247799 -0.464937 3.266239 -0.2 0.2 -0.3
N -1.710139 1.415085 -0.060693 0.0 0.0 0.3
C 1.037636 0.283751 4.053949 -0.2 0.5 0.0
C -1.049281 2.109926 -2.276855 1.2 -0.6 0.5
C 2.081012 1.096392 3.315302 0.6 -0.3 -0.2
C 1.875289 -3.053155 -3.418650 -0.8 -0.1 0.6
C 0.160148 -1.060486 -3.590428 0.0 -0.1 -0.1
C -2.380531 1.566001 1.218548 0.1 0.1 -0.5
C -1.803626 2.373900 -1.006679 0.0 0.3 0.2
C -0.697013 -1.438383 3.744729 0.4 -0.6 -0.3
H -2.154414 2.538388 1.658486 0.0 -0.1 0.2
H 2.226567 0.800607 2.274106 -0.3 -0.1 0.0
H -0.482804 -2.383479 3.233762 -0.1 0.0 0.0
H -0.100966 1.609755 -2.031481 -0.2 -0.1 0.0
H -1.728155 -1.174715 3.506674 -0.1 0.1 0.3
H 1.903298 2.169974 3.334516 -0.2 0.0 0.3
H -0.540084 -1.611749 4.805264 -0.2 0.3 0.1
H 2.508701 -2.356663 -2.870751 0.3 0.0 -0.4
H 0.921381 -0.628096 -2.942939 -0.1 0.1 0.0
H -0.317944 -0.304798 -4.209594 0.0 0.0 0.0
H -0.762085 3.039898 -2.753741 -0.5 0.1 -0.3
H 3.024953 0.899916 3.830697 0.0 0.2 0.0
H 0.361826 -0.390576 2.261888 0.3 -0.2 -0.2
H 1.126166 -3.352892 -2.675024 0.1 -0.2 -0.2
H -2.029580 0.749517 1.843033 -0.1 0.1 0.2
H 2.367368 -3.931005 -3.822415 0.3 0.1 0.0
H -3.460727 1.509353 1.082327 0.0 -0.1 0.1
H -0.571003 -1.590927 -2.980940 0.0 0.1 0.0
H -0.903755 0.804964 -0.054733 0.2 -0.3 -0.4
H -1.594434 1.392719 -2.887958 -0.1 0.4 -0.3
```
Forces are in eV/Å.

net charge = -1
Kohn-Sham gap = 8.50 eV
HOMO level = -5.7236 eV
energy relative to the best compared isomer or geometry (same formula, charge and spin) = 0.0000 eV

natural (NBO) population analysis, charges in e, atoms 1 to 5: Cl -0.945; S 1.225; O -1.004; O -0.677; O -0.662